A structure of composition C11H9ClF2 at a distorted geometry. Source: the Open Molecules 2025 dataset; level of theory: ωB97M-V with the def2-TZVPD basis set.

Calculated values
E_HOMO: -8.8114 eV
LUMO energy: 0.5 eV
Gap between HOMO and LUMO: 9.3 eV
ΔE to the lowest compared entry with this formula, charge and spin: 0.0 kJ/mol
E_tot: -29507.1284 eV

Positions of all 23 atoms, in Å:
C: -3.2517 -0.3509 -1.1201
C: -2.3632 0.5773 -1.7295
C: -2.9146 -0.7759 0.1470
C: -1.2271 0.9703 -1.1348
C: -1.7197 -0.3879 0.7875
C: -0.8312 0.4490 0.1125
C: 2.4941 -0.2142 0.2684
C: 3.6925 -0.6400 -0.0904
C: 1.7486 1.0318 0.0434
C: 0.4938 0.7378 0.8334
C: 1.4220 -1.0173 1.0188
F: 1.6791 -1.5922 2.1843
F: 0.7748 -1.9463 0.2852
Cl: 0.2711 1.4495 2.4471
H: -4.0151 -0.8552 -1.7569
H: -2.7654 1.0007 -2.7306
H: -3.7756 -1.3407 0.6911
H: -0.6713 1.8819 -1.4810
H: -1.5989 -0.7573 1.8629
H: 4.1444 -1.5289 0.3051
H: 4.5165 0.0200 -0.5237
H: 2.3712 1.8853 0.5693
H: 1.5258 1.4032 -0.9892